No. 1
The following is a DFT calculation (the ωB97M-V functional and the def2-TZVPD basis) of a single C8H11NS molecule in a non-equilibrium geometry.

The geometry in XYZ format:
```
21
Properties=species:S:1:pos:R:3:mulliken_spin:R:1
C 1.942 -1.156 -1.729 0.08
C 0.875 -1.547 -0.862 0.22
C 2.396 0.062 -1.807 0.34
C -0.017 -0.805 -0.224 0.67
C 1.793 1.189 -0.983 -0.01
C -1.334 0.334 1.707 0.10
C -2.329 0.225 0.602 0.02
C -1.195 -0.800 0.615 0.04
N 0.436 1.127 -0.727 0.32
S -0.561 1.537 -2.010 0.09
H 2.255 -1.990 -2.367 -0.01
H 0.789 -2.574 -0.657 0.06
H 2.864 0.342 -2.694 0.01
H 2.353 1.335 0.044 0.02
H 2.045 2.141 -1.590 0.00
H -0.652 1.180 1.795 -0.01
H -1.640 -0.120 2.699 0.00
H -3.299 -0.188 1.010 0.00
H -2.461 1.023 -0.021 0.01
H -1.523 -1.804 0.896 0.03
H -1.171 2.711 -1.456 0.03
```

Calculated values
<S²>   2.014
Lowest unoccupied orbital energy (alpha / beta)   0.01817 / -0.09766 Ha
Multiplicity   3
E_tot   -20790.5231 eV
HOMO energy (alpha / beta)   -4.91 / -7.82 eV

No. 2
The following is a DFT calculation (the ωB97M-V functional and the def2-TZVPD basis) of 2 unconnected molecules or ions with the total composition C2H8O2 in a non-equilibrium geometry.

The geometry in XYZ format:
```
12
Properties=species:S:1:pos:R:3:mulliken_charge:R:1
C 0.564 -0.074 -0.703 -0.15
O 0.242 0.372 0.594 -0.49
C -0.013 0.852 -1.758 -1.04
H 1.649 -0.102 -0.851 0.24
H 0.165 -1.071 -0.810 0.26
H 0.698 1.175 0.850 0.28
H 0.356 1.877 -1.634 0.29
H 0.145 0.599 -2.807 0.33
H -1.100 0.963 -1.651 0.28
H -0.294 -1.189 2.602 0.31
H -1.406 -2.117 2.944 0.31
O -1.006 -1.285 3.224 -0.63
```

Calculated values
Lowest unoccupied orbital energy   0.03130 Ha
E_tot   -6298.3335 eV
HOMO energy   -10.63 eV